{
  "formula": "H5N3S2",
  "method": "ωB97M-V with the def2-TZVPD basis set",
  "e_lumo_ha": [-0.0168, -0.0168],
  "energy_ev": -26219.235,
  "largest_force_ev_per_a": 2.9,
  "homo_ev": [-8.74, -8.74],
  "de_lowest_kj_mol": 76.7,
  "species": ["N", "N", "N", "S", "S", "H", "H", "H", "H", "H"],
  "coordinates": [[0.329, -0.884, 0.237], [-1.312, 0.451, -1.898], [1.354, -0.565, 1.163], [-1.630, 0.324, -0.396], [-1.284, 2.063, 0.439], [0.865, -0.656, -0.587], [-0.002, -1.840, 0.214], [1.591, 0.433, 0.991], [-0.758, 1.233, -2.230], [0.847, -0.559, 2.067]],
  "mulliken_charge": [-0.35, -0.50, -0.57, 0.39, -0.36, 0.30, 0.28, 0.28, 0.28, 0.25]
}